147
Properties=species:S:1:pos:R:3 method="wB97M-V/def2-TZVPD" e_lumo_ev=-3.87 multiplicity=1 charge=+1 gap_ev=7.8 max_force_ev_per_a=6.9 total_energy_ev=-135981.8794
N -0.345 3.981 -1.083
C -0.866 3.331 0.163
O -1.058 4.007 1.209
C -1.195 1.758 0.050
C -1.546 1.062 1.482
N -0.651 -0.156 1.586
N 0.467 -0.186 2.410
C -1.017 -1.201 0.812
N -0.287 -2.464 0.714
C -1.066 -3.175 -0.256
S -0.701 -4.895 -0.946
O -1.953 -5.676 -1.225
O 0.208 -5.629 0.014
C 0.183 -4.550 -2.585
F -0.484 -3.391 -3.114
F 1.525 -4.137 -2.390
F 0.100 -5.616 -3.485
N -2.226 -2.475 -0.728
O -3.101 -2.971 -1.614
N -2.173 -1.282 -0.078
H -1.073 3.767 -1.792
H 0.487 3.455 -1.426
H -0.236 1.263 -0.364
H -2.024 1.532 -0.714
H -1.428 1.766 2.367
H -2.634 0.721 1.454
H 1.234 -0.641 1.892
H 0.281 -0.663 3.308
H -3.435 -2.267 -2.223
H -2.875 -0.538 -0.235
C 0.239 -6.139 -8.062
C 0.690 -4.788 -7.548
C -0.315 -4.116 -6.660
O -0.032 -2.736 -6.862
C 0.514 -2.626 -8.107
O 0.693 -1.585 -8.675
O 0.824 -3.853 -8.616
H 1.064 -6.643 -8.571
H -0.105 -6.782 -7.248
H -0.563 -6.034 -8.798
H 1.662 -4.880 -7.051
H -0.186 -4.386 -5.611
H -1.353 -4.306 -6.951
C -0.058 -5.564 3.549
C 1.067 -4.666 4.015
C 1.309 -4.721 5.492
O 1.841 -3.426 5.765
C 1.345 -2.593 4.812
O 1.430 -1.394 4.848
O 0.739 -3.290 3.814
H -0.085 -5.597 2.459
H 0.065 -6.585 3.920
H -1.024 -5.182 3.873
H 1.981 -4.885 3.453
H 2.026 -5.498 5.764
H 0.397 -4.855 6.082
C -4.575 6.264 4.496
C -3.874 5.228 3.643
C -4.448 5.097 2.265
O -4.153 3.740 1.938
C -4.077 3.063 3.117
O -4.032 1.865 3.206
O -4.058 3.915 4.174
H -4.022 6.423 5.425
H -4.654 7.221 3.976
H -5.576 5.928 4.782
H -2.798 5.433 3.609
H -3.977 5.774 1.556
H -5.531 5.237 2.226
C -3.201 9.253 -2.541
C -3.425 8.085 -1.603
C -4.250 6.984 -2.200
O -4.865 6.404 -1.053
C -4.943 7.389 -0.113
O -5.575 7.306 0.901
O -4.209 8.475 -0.478
H -2.474 9.946 -2.111
H -2.825 8.920 -3.511
H -4.123 9.822 -2.690
H -2.465 7.709 -1.234
H -3.639 6.246 -2.723
H -5.035 7.340 -2.875
C 3.096 4.577 2.464
C 2.797 3.118 2.198
C 3.983 2.220 2.376
O 3.690 1.148 1.482
C 2.896 1.661 0.502
O 2.618 1.085 -0.515
O 2.459 2.905 0.827
H 2.168 5.156 2.469
H 3.590 4.713 3.427
H 3.724 5.002 1.677
H 1.952 2.788 2.812
H 4.075 1.854 3.400
H 4.930 2.678 2.075
C 3.171 6.274 7.581
C 4.516 6.384 6.896
C 4.821 7.762 6.386
O 5.685 7.498 5.285
C 5.370 6.253 4.830
O 5.766 5.791 3.799
O 4.546 5.606 5.701
H 3.072 5.297 8.062
H 3.048 7.045 8.346
H 2.352 6.351 6.861
H 5.308 6.020 7.559
H 5.326 8.376 7.133
H 3.941 8.298 6.019
C 5.707 -5.726 1.368
C 5.500 -6.885 2.321
C 4.706 -8.014 1.732
O 4.092 -8.589 2.881
C 3.983 -7.594 3.806
O 3.342 -7.677 4.814
O 4.696 -6.496 3.432
H 6.415 -5.011 1.794
H 6.101 -6.066 0.407
H 4.775 -5.181 1.201
H 6.465 -7.234 2.705
H 5.338 -8.745 1.226
H 3.921 -7.685 1.044
C 0.301 -0.486 -12.226
C 0.017 -1.950 -12.490
C 1.208 -2.835 -12.289
O 0.945 -3.916 -13.178
C 0.160 -3.416 -14.176
O -0.092 -3.997 -15.191
O -0.297 -2.171 -13.863
H -0.631 0.085 -12.237
H 0.779 -0.343 -11.254
H 0.938 -0.059 -13.005
H -0.835 -2.284 -11.888
H 1.286 -3.193 -11.261
H 2.155 -2.369 -12.577
C -4.258 -1.103 4.441
C -4.226 -2.487 3.828
C -3.853 -3.567 4.801
O -3.249 -4.546 3.957
C -2.746 -3.879 2.883
O -2.007 -4.363 2.072
O -3.191 -2.592 2.850
H -4.681 -0.387 3.731
H -4.864 -1.082 5.349
H -3.250 -0.750 4.675
H -5.180 -2.705 3.338
H -4.723 -3.982 5.311
H -3.119 -3.250 5.548

=====

145
Properties=species:S:1:pos:R:3 method="wB97M-V/def2-TZVPD" e_lumo_ev=-0.12 multiplicity=1 gap_ev=7.6 max_force_ev_per_a=5.2 total_energy_ev=-122730.9767
Be -4.266 -26.399 7.117
O -3.387 -30.581 8.028
C -3.566 -29.290 7.751
O -4.348 -28.898 6.915
O -2.843 -28.429 8.312
H -4.051 -31.028 7.499
O -4.416 -22.114 6.685
C -4.534 -23.422 6.735
O -3.830 -24.123 5.998
O -5.348 -23.968 7.481
H -5.124 -21.894 7.294
C -7.316 -19.536 0.463
O -6.968 -20.632 1.348
C -6.311 -20.257 2.566
C -6.078 -21.378 3.560
O -7.200 -21.877 4.248
C -8.282 -22.416 3.427
H -6.581 -18.764 0.692
H -8.288 -19.107 0.703
H -7.254 -19.789 -0.595
H -6.911 -19.519 3.100
H -5.435 -19.621 2.444
H -5.361 -20.942 4.256
H -5.672 -22.244 3.037
H -7.995 -23.106 2.634
H -8.673 -21.509 2.966
H -9.055 -22.857 4.056
C -1.417 -27.063 4.711
O -1.737 -26.659 6.035
C -0.815 -25.723 6.543
C -0.853 -25.718 8.052
O -2.186 -25.328 8.466
C -2.283 -25.063 9.798
H -1.593 -26.274 3.980
H -2.223 -27.759 4.475
H -0.445 -27.532 4.556
H -0.857 -24.746 6.061
H 0.146 -26.195 6.339
H -0.050 -25.092 8.441
H -0.663 -26.741 8.376
H -3.244 -24.615 10.052
H -1.539 -24.350 10.156
H -2.156 -25.962 10.401
O 1.195 -22.642 8.056
C 0.333 -22.128 8.782
O 0.549 -21.914 10.091
C -0.537 -21.120 10.637
C -1.728 -21.485 9.748
C -1.062 -21.580 8.412
H -0.281 -20.063 10.705
H -0.794 -21.621 11.570
H -2.515 -20.736 9.842
H -2.178 -22.409 10.113
H -0.938 -20.612 7.926
H -1.586 -22.265 7.746
O -6.926 -26.468 6.515
C -7.993 -25.891 6.675
O -8.748 -25.905 7.846
C -9.885 -25.049 7.745
C -9.995 -24.647 6.271
C -8.730 -25.192 5.593
H -9.670 -24.139 8.306
H -10.806 -25.483 8.133
H -10.161 -23.572 6.204
H -10.934 -25.015 5.858
H -8.060 -24.389 5.285
H -8.872 -25.879 4.759
O 0.932 -21.898 2.896
C -0.141 -21.820 3.409
O -1.188 -22.554 2.927
C -2.386 -22.271 3.541
C -1.962 -21.558 4.832
C -0.656 -20.925 4.461
H -3.124 -23.049 3.733
H -2.899 -21.489 2.980
H -1.956 -22.237 5.684
H -2.649 -20.724 4.974
H 0.129 -20.878 5.216
H -0.691 -19.888 4.127
O -5.533 -26.835 9.329
C -6.272 -26.474 10.231
O -7.069 -27.362 10.906
C -7.833 -26.769 11.952
C -7.423 -25.305 11.919
C -6.553 -25.084 10.683
H -7.573 -27.217 12.911
H -8.888 -26.950 11.750
H -6.814 -25.051 12.787
H -8.238 -24.588 12.018
H -5.643 -24.540 10.938
H -7.101 -24.539 9.915
O -4.587 -26.814 4.616
C -5.058 -26.476 3.532
O -4.635 -27.042 2.386
C -5.106 -26.244 1.274
C -5.704 -25.001 1.893
C -6.090 -25.419 3.243
H -5.885 -26.783 0.735
H -4.303 -25.960 0.594
H -6.486 -24.704 1.194
H -4.900 -24.267 1.838
H -7.083 -25.854 3.355
H -6.140 -24.592 3.951
C -6.847 -16.901 8.358
C -6.277 -18.235 8.768
O -7.152 -19.272 8.270
C -7.044 -20.486 8.658
O -6.182 -20.949 9.377
C -8.249 -21.405 8.310
F -9.249 -20.843 7.679
F -7.878 -22.447 7.623
F -8.674 -21.837 9.570
H -7.809 -16.728 8.840
H -6.902 -16.843 7.271
H -6.129 -16.141 8.669
H -6.275 -18.313 9.855
H -5.251 -18.324 8.411
C -3.179 -13.522 5.574
C -4.447 -14.303 6.003
O -4.206 -15.726 5.920
C -4.260 -16.450 4.749
O -4.664 -15.988 3.708
C -3.923 -17.978 4.951
F -3.161 -18.431 3.909
F -3.229 -18.043 6.119
F -4.969 -18.729 4.951
H -3.321 -12.453 5.731
H -2.873 -13.778 4.560
H -2.394 -13.839 6.262
H -5.349 -14.066 5.439
H -4.709 -14.059 7.032
C -6.570 -21.739 12.696
C -5.157 -22.230 12.930
O -4.406 -21.263 13.710
C -3.711 -20.324 13.122
O -3.736 -20.105 11.895
C -3.175 -19.290 14.218
F -3.378 -18.024 13.875
F -3.651 -19.536 15.405
F -1.864 -19.409 14.349
H -6.527 -20.876 12.032
H -6.952 -21.265 13.600
H -7.238 -22.442 12.199
H -4.658 -22.436 11.983
H -5.300 -23.136 13.520